# 1
{
  "formula": "C40H64O32S4",
  "method": "the ωB97M-V functional and the def2-TZVPD basis",
  "e_lumo_ev": -0.13,
  "relative_energy_kj_mol": 152.31,
  "smiles": "O=S1(=O)OCCO1.O=S1(=O)OCCO1.O=S1(=O)OCCO1.O=S1(=O)OCCO1.O=C1CCCO1.O=C1CCCO1.O=C1CCCO1.O=C1CCCO1.O=C1CCCO1.O=C1CCCO1.O=C1CCCO1.O=C1CCCO1",
  "homo_energy_ev": -9.42,
  "species": ["O", "S", "O", "O", "C", "C", "O", "H", "H", "H", "H", "O", "S", "O", "O", "C", "C", "O", "H", "H", "H", "H", "O", "S", "O", "O", "C", "C", "O", "H", "H", "H", "H", "O", "S", "O", "O", "C", "C", "O", "H", "H", "H", "H", "O", "C", "C", "C", "C", "O", "H", "H", "H", "H", "H", "H", "O", "C", "C", "C", "C", "O", "H", "H", "H", "H", "H", "H", "O", "C", "C", "C", "C", "O", "H", "H", "H", "H", "H", "H", "O", "C", "C", "C", "C", "O", "H", "H", "H", "H", "H", "H", "O", "C", "C", "C", "C", "O", "H", "H", "H", "H", "H", "H", "O", "C", "C", "C", "C", "O", "H", "H", "H", "H", "H", "H", "O", "C", "C", "C", "C", "O", "H", "H", "H", "H", "H", "H", "O", "C", "C", "C", "C", "O", "H", "H", "H", "H", "H", "H"],
  "positions_angstrom": [[-3.038, -5.469, 3.442], [-2.457, -4.256, 3.998], [-3.224, -3.450, 4.960], [-0.870, -4.596, 4.594], [-0.080, -3.411, 4.402], [-0.515, -2.906, 3.030], [-1.882, -3.302, 2.796], [-0.397, -2.727, 5.190], [0.942, -3.783, 4.467], [0.051, -3.453, 2.277], [-0.418, -1.832, 2.870], [0.902, -2.078, -7.841], [0.988, -1.545, -6.465], [2.323, -1.101, -5.959], [-0.079, -0.348, -6.138], [-1.251, -0.796, -5.420], [-0.489, -1.741, -4.443], [0.210, -2.470, -5.392], [-1.688, 0.070, -4.923], [-1.957, -1.436, -5.948], [-1.113, -2.414, -3.855], [0.206, -1.274, -3.746], [-1.452, 0.801, -2.331], [-0.376, 1.445, -1.505], [-0.193, 2.916, -1.598], [-0.502, 0.974, 0.088], [0.460, -0.042, 0.404], [1.118, -0.543, -0.913], [1.078, 0.624, -1.680], [1.209, 0.377, 1.075], [-0.064, -0.846, 0.922], [0.574, -1.376, -1.357], [2.191, -0.732, -0.893], [4.478, 0.799, 1.104], [4.291, 2.231, 1.054], [4.516, 3.060, 2.270], [5.125, 2.850, -0.277], [4.478, 4.055, -0.645], [3.054, 3.452, -0.756], [2.835, 2.581, 0.334], [4.486, 4.737, 0.205], [4.781, 4.515, -1.585], [2.916, 2.906, -1.689], [2.228, 4.162, -0.724], [-2.204, -2.103, -1.312], [-2.888, -2.933, -0.781], [-2.846, -4.441, -1.078], [-4.212, -4.826, -0.432], [-4.544, -3.735, 0.586], [-3.791, -2.652, 0.146], [-2.797, -4.789, -2.110], [-2.054, -4.786, -0.413], [-4.981, -4.778, -1.203], [-4.257, -5.840, -0.032], [-5.591, -3.439, 0.665], [-4.235, -4.091, 1.568], [-7.273, 2.886, -3.080], [-6.145, 2.930, -2.615], [-5.283, 4.111, -2.243], [-4.168, 3.423, -1.443], [-4.144, 1.978, -1.941], [-5.481, 1.776, -2.351], [-4.871, 4.625, -3.111], [-5.789, 4.712, -1.486], [-3.162, 3.841, -1.480], [-4.554, 3.457, -0.424], [-3.436, 1.999, -2.769], [-3.890, 1.207, -1.213], [-5.241, 2.567, 3.368], [-4.453, 1.734, 2.765], [-3.822, 0.502, 3.450], [-3.222, -0.187, 2.281], [-3.639, 0.531, 1.022], [-4.232, 1.731, 1.485], [-3.115, 0.775, 4.233], [-4.605, -0.109, 3.900], [-2.143, -0.335, 2.324], [-3.533, -1.231, 2.250], [-2.899, 0.667, 0.233], [-4.487, 0.071, 0.515], [0.617, -4.149, -2.399], [1.771, -4.463, -2.594], [2.747, -5.001, -1.638], [3.784, -5.528, -2.563], [3.700, -4.674, -3.841], [2.303, -4.338, -3.828], [3.116, -4.089, -1.169], [2.284, -5.705, -0.947], [4.783, -5.621, -2.137], [3.398, -6.506, -2.854], [4.247, -3.743, -3.692], [4.117, -5.248, -4.668], [2.210, -2.898, 0.795], [3.304, -2.674, 1.183], [3.894, -2.978, 2.514], [5.359, -2.863, 2.272], [5.541, -2.089, 1.031], [4.317, -2.156, 0.381], [3.743, -2.207, 3.270], [3.581, -3.989, 2.773], [5.725, -2.325, 3.147], [5.800, -3.860, 2.249], [5.855, -1.065, 1.234], [6.323, -2.661, 0.533], [0.819, 0.740, 3.501], [0.897, 0.654, 4.748], [0.692, 1.825, 5.718], [0.924, 1.258, 7.068], [1.200, -0.195, 6.796], [1.083, -0.440, 5.446], [1.360, 2.661, 5.511], [-0.351, 2.102, 5.566], [1.773, 1.762, 7.528], [0.033, 1.442, 7.668], [2.209, -0.384, 7.161], [0.420, -0.804, 7.253], [3.723, 4.255, -3.964], [2.668, 3.972, -4.531], [1.909, 2.639, -4.874], [0.708, 3.204, -5.670], [0.603, 4.688, -5.340], [1.897, 5.099, -4.908], [2.514, 2.010, -5.526], [1.580, 2.115, -3.976], [0.827, 3.064, -6.744], [-0.214, 2.670, -5.438], [0.441, 5.225, -6.274], [-0.167, 4.866, -4.588], [-1.407, 4.122, 4.545], [-0.966, 4.224, 3.393], [0.330, 4.715, 2.917], [0.013, 5.342, 1.605], [-1.136, 4.463, 1.111], [-1.762, 4.043, 2.312], [0.570, 5.461, 3.674], [0.965, 3.832, 2.846], [-0.450, 6.298, 1.852], [0.826, 5.496, 0.896], [-1.817, 4.900, 0.380], [-0.640, 3.631, 0.612]],
  "forces_ev_per_angstrom": [[1.192, 2.133, 0.934], [0.618, 0.039, 0.807], [1.853, -1.637, -2.004], [-2.801, -0.122, -0.772], [-1.378, -0.241, 0.314], [0.819, -0.493, -0.802], [-0.929, -0.672, 1.349], [0.636, 0.232, 0.067], [-0.005, 0.604, -0.057], [0.149, 0.285, -0.146], [-0.054, -0.068, 0.272], [-0.139, 1.142, 3.628], [1.110, 0.678, 0.308], [-3.620, -1.156, -1.341], [0.336, 0.632, -2.062], [1.538, -0.618, 2.286], [-1.610, 0.865, 0.636], [2.387, -2.301, -1.947], [-0.001, -0.057, -0.327], [0.105, 0.498, -0.600], [0.009, -0.104, -0.266], [-0.123, 0.485, -0.129], [3.356, 1.896, 2.403], [-0.665, -0.868, -0.345], [-0.112, -3.768, 0.121], [-0.171, 0.876, -2.194], [0.888, -1.148, 0.490], [-0.447, 0.029, 1.040], [-1.962, 2.980, -2.117], [-0.159, 0.157, -0.066], [-0.054, 0.099, -0.162], [-0.077, 0.037, -0.135], [-0.196, -0.384, 0.665], [-0.236, 1.871, -0.040], [0.221, 1.632, -0.155], [-0.734, -2.128, -3.320], [1.065, -1.343, 2.126], [-2.598, -0.539, 0.617], [-0.945, 1.552, -1.387], [1.657, -0.961, 2.021], [0.334, 0.344, -0.177], [0.424, -0.527, 0.147], [0.379, -0.213, 0.039], [0.219, 0.313, 0.066], [0.035, 0.516, 0.364], [0.826, -0.940, -1.829], [-1.822, 0.449, 2.035], [-0.648, -0.623, -0.872], [0.119, -1.793, 0.271], [0.327, 1.968, 0.443], [0.516, 0.503, 0.217], [0.352, -0.383, -0.468], [0.016, -0.110, -0.230], [0.124, 0.136, 0.170], [0.042, -0.082, -0.301], [0.214, 0.437, 0.209], [1.871, 0.453, 0.800], [-1.818, -0.750, -0.974], [1.007, -0.580, 0.713], [0.051, -0.311, 1.048], [0.087, 1.363, 0.053], [-0.654, -0.504, -0.598], [-0.580, 0.253, -0.009], [-0.341, 0.559, -0.918], [-0.180, 0.330, -0.043], [0.578, -0.215, 0.281], [-0.289, -0.750, -0.315], [-0.036, 0.353, -0.433], [3.739, -3.405, -3.035], [-3.948, 2.802, 4.910], [-0.478, 1.061, -0.196], [1.445, -2.538, -0.598], [-1.064, -0.750, -0.330], [0.255, 1.769, -0.959], [-0.116, 0.237, -0.111], [-0.113, 0.311, 0.084], [0.247, 0.660, 0.109], [-0.310, 0.050, -0.203], [0.301, 0.380, 0.694], [0.133, -0.693, 0.004], [0.712, -0.114, 0.027], [-2.281, 0.424, -0.812], [0.413, 0.891, 0.249], [0.699, -1.311, -0.517], [0.291, 0.076, 2.344], [0.129, -0.043, -1.093], [-0.006, -0.109, 0.696], [0.203, 0.274, 0.051], [-0.028, -0.037, -0.132], [0.520, -0.410, -0.078], [0.160, 0.068, -0.351], [-0.857, 0.360, -0.431], [-0.993, 0.195, -0.657], [1.724, 0.692, -0.098], [-0.133, -0.062, 0.230], [0.796, -0.930, 2.678], [1.551, -0.165, 0.276], [-2.262, -0.242, -1.090], [-1.328, -0.275, -0.060], [-0.193, 0.308, 0.499], [0.767, -0.272, -0.173], [0.297, 0.156, -0.134], [-0.186, -0.031, -0.387], [-0.109, 0.649, -1.002], [0.333, -1.025, 3.456], [-0.480, 2.734, -3.283], [-0.183, 0.004, -1.517], [-0.241, 1.014, 0.756], [-0.299, -0.250, 2.556], [0.488, -1.347, -2.274], [-0.315, -0.028, -0.429], [0.129, 0.489, -0.115], [-0.107, -0.212, 0.228], [0.244, -0.281, 0.296], [-0.129, -0.791, -0.182], [0.517, -0.322, 0.427], [-2.062, -1.769, -1.234], [0.968, 2.305, 1.255], [0.038, 1.887, -0.680], [-0.329, -0.824, -0.021], [0.299, -0.361, -0.906], [0.554, -2.014, 0.660], [0.157, -0.093, 0.456], [0.377, 0.057, 0.049], [0.329, 0.017, 0.048], [-0.006, 0.046, 0.165], [-0.535, 0.271, 0.318], [0.181, 0.356, 0.056], [1.340, -0.258, -2.692], [-2.847, 0.048, 1.906], [0.850, 0.189, 1.065], [-1.105, 1.036, -0.561], [1.769, -0.522, -0.559], [-1.087, -0.456, 0.314], [1.021, -0.344, -0.045], [0.566, 0.203, 0.189], [0.294, 0.426, -0.245], [-0.065, -0.163, 0.116], [-0.252, 0.161, 0.552], [-0.464, -0.472, 0.070]]
}

# 2
{
  "formula": "C5H13NO2",
  "method": "the ωB97M-V functional and the def2-TZVPD basis",
  "e_lumo_ev": 0.67,
  "relative_energy_kj_mol": 217.49,
  "smiles": "CCC[C@H](N)C=O.O",
  "homo_energy_ev": -9.71,
  "species": ["C", "C", "C", "C", "N", "C", "O", "H", "H", "H", "H", "H", "H", "H", "H", "H", "H", "H", "O", "H", "H"],
  "positions_angstrom": [[-1.438, -0.248, -1.588], [-0.135, 0.349, -1.044], [-0.291, 1.160, 0.268], [-1.244, 0.440, 1.277], [-1.599, 1.401, 2.341], [-0.584, -0.853, 1.636], [-0.201, -1.107, 2.763], [-2.320, 0.346, -1.423], [-1.337, -0.652, -2.620], [-1.539, -1.294, -1.237], [0.444, 0.794, -1.881], [0.542, -0.521, -0.929], [0.707, 1.491, 0.555], [-0.767, 2.094, -0.028], [-2.170, 0.160, 0.791], [-1.340, 0.889, 3.190], [-0.952, 2.182, 2.337], [-0.470, -1.684, 0.935], [4.737, -1.517, -2.117], [4.597, -2.361, -1.694], [5.362, -1.070, -1.532]],
  "forces_ev_per_angstrom": [[0.915, -2.141, -0.797], [0.857, -1.195, -0.866], [-0.703, -0.274, -2.244], [1.111, 1.627, -0.834], [0.736, -1.555, 0.673], [0.230, -0.586, 2.394], [-0.095, 0.441, -0.255], [-0.361, 0.067, -0.199], [-0.046, 1.504, -0.078], [-0.598, 0.691, 1.127], [-0.643, 0.891, 0.713], [-0.265, 0.209, 0.647], [-0.054, -0.527, 0.967], [-0.378, 0.158, 0.121], [-0.135, -0.006, -0.526], [-0.394, 0.374, 0.217], [0.040, -0.008, -0.198], [-0.207, 0.329, -0.869], [0.245, 0.423, 0.089], [-0.122, -0.408, 0.109], [-0.132, -0.013, -0.193]]
}

# 3
{
  "formula": "C3H7O3Pt",
  "method": "the ωB97M-V functional and the def2-TZVPD basis",
  "e_lumo_ev": [-5.37, -5.58],
  "s2": 2.003,
  "charge": 1,
  "homo_energy_ev": [-12.72, -13.37],
  "multiplicity": 3,
  "species": ["O", "C", "C", "O", "C", "Pt", "H", "H", "H", "H", "H", "O", "H", "H"],
  "positions_angstrom": [[-0.441, 2.054, 0.916], [-0.970, 1.686, -0.170], [-0.601, 0.393, -0.719], [-0.208, -0.350, 0.433], [-0.271, -1.770, 0.310], [0.953, 0.759, 1.352], [-1.898, 2.152, -0.531], [-1.436, -0.086, -1.247], [0.593, -2.199, 0.825], [-1.196, -2.089, 0.807], [-0.237, -2.097, -0.736], [2.138, 0.852, 0.086], [0.764, 0.515, -1.281], [2.809, 0.180, -0.045]],
  "forces_ev_per_angstrom": [[-3.070, 1.807, -2.647], [-0.934, 0.590, 1.924], [3.392, -0.122, -1.740], [-4.697, -4.195, -2.793], [-0.179, -1.338, 0.215], [1.284, 1.608, 11.242], [0.668, 0.637, -0.113], [0.664, 0.103, -0.294], [-0.166, 0.166, -0.017], [0.277, -0.127, -0.283], [-0.089, 0.294, 0.219], [6.452, 0.810, -6.733], [-3.970, 0.053, 0.888], [0.369, -0.286, 0.132]]
}